1.
This record from OMol25 describes a structure of composition C61H56F4O4P2Pd at a distorted geometry. The level of theory is wB97M-V/def2-TZVPD.

```
128
Properties=species:S:1:pos:R:3:forces:R:3:lowdin_charge:R:1
Pd 2.075948 -0.574262 -0.734159 -0.322 -0.559 0.521 0.349
P 1.731722 -2.435099 -1.955530 -0.393 -0.279 0.047 0.950
P 2.171356 1.379938 -1.868703 0.521 0.182 0.709 0.952
F 3.606787 -4.123253 3.203003 -0.155 1.279 -0.490 0.046
F 1.854399 4.035422 2.783182 -1.226 -0.496 -0.227 0.028
F 5.308066 -0.495511 0.673804 -0.829 -0.616 0.450 0.046
F -2.596492 4.872834 1.354388 0.970 -0.875 0.213 0.051
O -3.459967 0.784758 5.645647 -0.706 -0.307 -0.509 0.055
O -5.037566 -0.524596 4.690736 -0.092 0.188 1.073 -0.017
O -5.005881 1.342156 1.255563 -0.632 0.026 -1.300 -0.071
O -4.412052 -0.703468 2.066903 0.045 0.063 -0.414 0.034
C -3.907114 3.496988 4.536293 -0.191 0.201 0.087 -0.060
C 0.383152 -2.554155 -3.156504 -0.287 -0.450 -0.559 -0.365
C 2.431567 1.175371 -3.651117 0.003 0.364 -0.625 -0.362
C -1.623633 2.798095 -1.435424 -0.143 0.089 -0.057 -0.076
C -4.193443 1.276198 3.420633 -1.034 -1.413 -0.990 -0.145
C -6.226185 2.670915 4.006520 -0.041 0.295 -0.270 -0.047
C 2.613405 0.527114 -6.371704 -0.068 0.024 0.147 -0.076
C 3.417514 3.058666 -0.047763 0.312 -0.076 -0.043 -0.118
C 0.766389 -5.548188 1.291547 0.140 -0.013 0.042 -0.090
C -4.748829 2.674428 3.567963 0.307 0.090 -0.057 -0.393
C -5.387389 -0.941136 6.026494 0.182 -0.089 -0.164 -0.232
C 1.893014 -1.140544 1.933370 1.532 0.217 -1.107 -0.220
C -1.465623 4.175900 -1.589837 -0.004 -0.030 0.072 -0.081
C 4.502143 -2.306140 1.962982 -0.210 -0.009 -0.593 0.081
C -1.052245 -1.474575 -4.785465 0.015 -0.182 -0.028 -0.071
C -1.995774 2.674768 2.006464 -0.142 -0.540 0.000 0.046
C 4.418934 -3.843014 -4.721845 0.032 0.040 0.039 -0.084
C 0.925216 3.887012 -1.810478 -0.496 -0.106 -0.011 -0.095
C 2.986505 -0.479997 1.223819 0.664 0.236 1.202 -0.148
C 5.961755 2.768545 -1.159469 -0.182 -0.020 0.082 -0.079
C -1.630345 3.989950 1.786889 -0.237 0.736 -0.236 -0.234
C -4.543859 0.507150 2.225192 0.064 0.666 2.435 -0.522
C 2.132314 -2.341640 2.633028 0.384 -0.690 0.024 0.052
C 2.308513 -4.684265 -0.362828 -0.378 0.101 0.064 -0.082
C -0.191896 4.720960 -1.757882 0.060 -0.099 0.015 -0.073
C -0.004216 -1.406603 -3.868603 0.016 -0.278 0.157 -0.084
C -0.191690 -4.608254 0.901889 0.060 0.050 -0.135 -0.083
C 2.012816 -5.578614 0.664704 -0.074 -0.043 0.116 -0.090
C 0.240192 2.275736 2.850935 0.086 -0.335 -0.245 0.055
C -0.519538 1.952051 -1.492059 0.291 0.247 0.040 -0.087
C 0.762566 2.494672 -1.682009 -0.233 0.506 -0.345 -0.376
C 1.641340 1.860477 -4.594031 0.334 -0.299 0.058 -0.078
C 5.645757 -3.564049 -4.111277 -0.150 0.031 -0.008 -0.083
C 3.584240 2.313296 -1.225191 0.420 0.439 -0.185 -0.361
C 4.486102 -2.686136 -2.179620 -0.050 -0.001 -0.217 -0.121
C -6.228138 -2.171153 5.851454 -0.174 -0.349 0.070 -0.081
C 3.394652 -2.913144 2.581970 -0.802 -0.448 0.672 -0.224
C -0.485424 -0.655825 2.634961 -0.311 0.291 -0.571 -0.009
C -0.339596 4.479577 1.974763 -0.366 -0.414 0.132 0.091
C 4.520500 3.648604 0.569832 -0.046 -0.090 -0.121 -0.074
C 0.097092 -3.700033 -0.114277 0.228 -0.209 0.172 -0.112
C -0.269471 -3.779499 -3.396086 -0.093 0.395 -0.212 -0.091
C -5.242090 -0.138735 -0.685445 0.189 -0.326 -0.222 -0.082
C -1.713515 -2.688278 -5.003271 0.097 0.062 0.095 -0.079
C -1.321833 -3.839181 -4.311996 0.115 0.108 0.040 -0.076
C -4.166078 0.510958 4.673410 0.944 0.475 -0.185 -0.470
C 3.435434 -0.115424 -5.444363 0.065 0.209 0.050 -0.070
C 5.677455 -2.990315 -2.837759 -0.133 -0.065 0.011 -0.075
C 4.252229 -1.159691 1.244546 0.141 0.965 0.215 -0.245
C -1.421281 0.378267 2.737014 1.064 -0.757 0.404 0.083
C 1.350477 -3.735856 -0.747229 0.094 -0.539 -0.031 -0.373
C 0.673832 -0.436972 1.898749 -0.379 0.570 0.290 -0.038
C 0.569954 3.581581 2.525627 0.495 0.065 0.258 -0.229
C 5.794710 3.500560 0.020642 0.000 -0.133 -0.148 -0.086
C -5.926628 0.769505 0.292891 0.482 0.245 0.622 -0.212
C 1.734735 1.525805 -5.946013 0.066 -0.027 0.003 -0.079
C -1.057151 1.757674 2.545483 0.235 1.303 -0.555 -0.148
C 3.251929 -2.944866 -2.797939 0.161 -0.469 -0.545 -0.368
C 3.220814 -3.533431 -4.075831 0.339 0.083 0.409 -0.070
C 3.366285 0.223647 -4.095217 -0.310 0.046 -0.019 -0.119
C 4.863103 2.174505 -1.787695 -0.032 0.322 0.393 -0.079
H -4.677006 3.132353 2.571899 -0.231 0.089 0.321 0.116
H 0.530153 -0.466626 -3.701789 -0.273 -0.333 -0.047 0.070
H 4.138105 -0.882300 -5.766114 -0.138 0.168 0.048 0.103
H -4.346678 4.493884 4.657638 0.133 -0.041 0.073 0.080
H 6.578949 -3.788918 -4.631422 -0.288 0.041 0.162 0.105
H -0.066504 5.500159 1.726009 -0.073 -0.158 0.117 0.140
H 0.987036 1.642426 3.329769 -0.196 0.243 -0.035 0.135
H -6.669210 3.653408 3.795082 -0.013 -0.093 0.161 0.074
H -2.434548 0.135858 3.036615 0.086 0.300 0.209 0.090
H 0.676527 0.439564 1.232977 0.019 -0.308 0.388 0.103
H -6.536455 -2.565605 6.820062 -0.036 0.001 0.043 0.073
H -6.694463 0.220203 0.848239 0.014 0.116 -0.069 0.127
H -1.348702 -0.577391 -5.332966 0.068 -0.284 0.161 0.107
H 4.391080 -4.305135 -5.710860 0.044 0.152 0.283 0.107
H -7.124317 -1.950844 5.265673 0.111 -0.053 0.021 0.079
H -4.508817 0.413073 -1.283103 -0.065 -0.084 0.012 0.066
H 0.966590 2.655286 -4.270133 0.102 -0.334 -0.096 0.103
H -1.166879 -4.581569 1.389620 0.236 -0.022 -0.127 0.110
H -2.338767 4.831614 -1.558163 0.282 -0.230 0.038 0.112
H 1.324382 -2.795807 3.211051 0.377 -0.125 -0.327 0.133
H -6.811009 1.924866 3.450094 0.189 0.107 0.217 0.082
H 4.379425 4.226232 1.481057 0.016 -0.111 -0.161 0.102
H 2.666305 0.251414 -7.426337 -0.043 0.103 0.304 0.106
H 1.114082 2.050032 -6.672451 0.146 -0.126 0.160 0.106
H 4.510861 -2.222226 -1.187635 -0.031 -0.140 -0.386 0.080
H -0.645703 0.870170 -1.391661 0.071 0.287 -0.005 0.096
H 2.418248 3.186694 0.373796 0.312 -0.052 -0.033 0.088
H -4.741141 -0.943590 -0.136282 -0.148 0.207 -0.282 0.068
H -2.891713 3.593293 4.141394 -0.079 0.089 0.257 0.063
H 3.043556 0.614355 1.296762 0.047 -0.266 -0.322 0.112
H 4.025410 -0.267331 -3.374687 -0.343 -0.008 -0.226 0.088
H 1.912883 4.324316 -1.960251 -0.220 -0.197 0.047 0.114
H -5.649596 -2.943920 5.339602 -0.112 0.045 -0.020 0.080
H 4.997229 1.614369 -2.713333 0.021 0.192 0.283 0.090
H -5.958209 -0.133862 6.518280 0.316 -0.193 -0.140 0.129
H -4.475439 -1.142194 6.604978 -0.294 0.118 -0.118 0.120
H -6.315460 2.490577 5.087917 0.000 -0.114 -0.250 0.083
H -0.066349 5.801248 -1.845597 -0.046 -0.289 -0.027 0.110
H -2.991237 2.326542 1.730393 0.407 0.258 0.065 0.106
H 0.043884 -4.682167 -2.866928 -0.114 0.295 -0.107 0.113
H -2.538410 -2.737506 -5.716753 0.243 0.017 0.221 0.105
H 5.505880 -2.722370 2.077553 -0.393 0.118 -0.202 0.143
H -3.853405 2.987877 5.505906 0.038 0.319 -0.197 0.073
H -6.365688 1.641575 -0.198262 -0.077 -0.148 0.079 0.120
H 2.769632 -6.297802 0.981873 -0.253 0.144 -0.084 0.108
H -0.647075 -2.960861 -0.419462 0.184 -0.168 0.106 0.114
H -0.690994 -1.630172 3.084862 -0.043 0.319 -0.125 0.127
H 6.658898 3.951679 0.513515 -0.284 -0.132 -0.183 0.104
H 6.628645 -2.776301 -2.349286 -0.223 -0.059 -0.164 0.108
H -2.616704 2.381556 -1.261732 0.235 0.098 -0.074 0.106
H -1.832670 -4.789149 -4.484420 0.140 0.321 0.024 0.107
H 3.273280 -4.728291 -0.872049 -0.272 0.024 0.194 0.101
H 6.954326 2.654399 -1.594942 -0.227 0.046 0.109 0.104
H -6.000015 -0.561160 -1.348413 0.098 -0.041 -0.144 0.076
H 2.262876 -3.750268 -4.551178 0.288 0.099 0.093 0.105
H 0.544948 -6.253841 2.094918 0.061 0.218 -0.250 0.106
```
Forces are in eV/Å.

ΔE to the lowest compared entry with this formula, charge and spin ... 40.8 kJ/mol

---

2.
This record from OMol25 describes a structure of composition C4H8N4 at a distorted geometry. The level of theory is wB97M-V/def2-TZVPD.

```
16
Properties=species:S:1:pos:R:3:forces:R:3:lowdin_charge:R:1
N -0.019657 -0.650497 1.801177 -1.305 -0.221 1.569 0.102
N -2.375707 0.669329 0.440546 -1.344 -0.171 3.006 0.112
N -0.998687 -0.835599 -1.267970 0.586 0.145 0.377 0.073
N 1.603845 0.091644 0.344975 0.192 -0.041 -0.126 -0.020
C 0.317806 -0.192717 0.683697 -2.737 0.607 -1.061 -0.438
C -2.604489 0.228033 1.502396 -1.127 1.271 -2.577 0.012
C 2.060450 0.166498 -1.029630 0.117 -0.100 -0.123 -0.102
C -0.732076 0.155403 -0.493866 3.659 -0.839 -1.251 -0.354
H -3.295775 -0.009742 2.283459 0.454 -0.221 0.490 0.095
H 3.134068 0.345127 -1.020749 -0.016 0.041 0.025 0.081
H 1.589149 1.001500 -1.549424 0.045 -0.081 -0.021 0.073
H -0.562829 1.181947 -0.846480 -0.385 -0.122 -0.081 0.103
H 1.869774 -0.756318 -1.585323 -0.037 0.092 -0.021 0.082
H -1.092910 -0.588315 1.954132 2.459 -0.561 -0.447 0.008
H -1.165764 -0.552768 -2.232475 -0.502 0.215 0.185 0.045
H 2.272802 -0.253526 1.015535 -0.059 -0.014 0.054 0.127
```
Forces are in eV/Å.

ΔE to the lowest compared entry with this formula, charge and spin ... 377.0 kJ/mol

---

3.
This record from OMol25 describes a structure of composition C33H25F5N4O7PbS4SeTe at a distorted geometry. The level of theory is wB97M-V/def2-TZVPD.

```
81
Properties=species:S:1:pos:R:3:forces:R:3:lowdin_charge:R:1
Pb -0.225651 -0.665248 -0.500154 0.250 -0.315 0.539 1.438
Te -0.781514 -4.700546 -0.418174 -0.556 -2.217 -0.575 1.761
Se 7.235362 -0.485050 -3.492046 0.382 -0.005 -0.115 1.150
S -2.969937 0.749036 -4.460837 0.167 -0.043 -0.003 0.881
S -2.731686 9.067176 1.921848 0.041 -0.048 0.017 1.006
S -2.870732 1.753290 -0.839787 0.101 -0.152 -0.151 0.830
S -2.994672 -1.791676 -1.409824 -0.647 0.475 -0.236 0.794
F -0.049148 -5.443599 1.123444 0.025 0.373 -0.153 -0.357
F -2.426566 -4.528922 0.465598 0.387 0.286 -0.247 -0.380
F 0.731871 -5.238733 -1.406180 -0.160 0.212 0.260 -0.370
F -1.596372 -4.428880 -2.128790 0.152 0.438 0.527 -0.410
F -1.378431 -6.451745 -0.739338 0.164 0.345 0.108 -0.366
O 0.705728 1.781392 4.739336 -0.039 -0.156 0.019 0.116
O 3.982230 -0.906528 2.860702 -0.147 -0.188 0.047 0.163
O 1.678501 -0.929776 0.994218 -0.199 -0.234 -0.518 -0.112
O -0.231832 0.954184 1.950830 -0.154 -0.044 0.071 -0.031
O 2.591964 -0.429424 5.546876 0.128 0.207 -0.094 0.178
O -0.194718 -3.042191 -0.179024 0.049 0.837 0.052 -0.738
O -5.094584 7.872402 1.791369 -0.102 0.067 0.066 0.043
N 6.332536 0.636337 -2.471293 -0.189 0.271 0.241 -0.226
N 5.833708 -1.507631 -3.812394 -0.328 -0.263 -0.090 -0.228
N 1.716683 0.947793 -1.123331 0.062 -0.024 -0.178 0.016
N 1.229126 -1.430058 -2.389407 0.143 0.107 0.035 0.018
C -0.609385 2.209218 2.048460 0.150 -0.062 0.059 -0.103
C 1.943328 2.036908 -0.403946 -0.154 0.035 -0.009 -0.102
C -2.543263 6.517689 0.879424 0.040 -0.066 0.014 -0.083
C 1.723409 -0.404363 2.131050 -0.045 0.211 0.067 -0.309
C 3.201272 -2.784840 -3.783794 0.008 0.073 0.031 0.037
C -2.444112 -0.963832 -4.102048 -0.260 0.278 0.086 -0.513
C 2.306621 -0.064808 4.444510 -0.057 -0.139 0.133 -0.224
C 5.097930 0.208238 -2.421323 0.125 -0.174 -0.141 -0.331
C -4.526822 8.914337 1.952259 0.182 -0.131 -0.092 -0.739
C 2.854884 -0.584424 3.114965 0.210 0.079 -0.063 -0.233
C 4.267600 1.998440 -0.895687 -0.024 -0.046 -0.050 0.032
C -1.421307 4.708476 2.016717 -0.014 0.150 -0.007 -0.222
C -2.238416 7.361918 1.939137 -0.074 0.190 0.016 -0.534
C 3.486089 -1.568553 -3.158601 -0.205 -0.014 0.052 -0.072
C -1.863003 1.839655 -3.494500 -0.286 -0.066 -0.001 -0.514
C -1.113836 5.567224 3.072447 0.034 -0.057 -0.003 -0.014
C -4.278015 -0.684032 -0.710936 0.263 -0.069 -0.265 -0.498
C 0.856415 0.513247 2.700963 0.222 0.057 0.183 -0.114
C 1.181288 0.905402 4.052316 -0.232 0.192 -0.055 -0.290
C -2.143467 5.194209 0.923845 0.027 0.007 0.005 -0.020
C 4.037240 0.868761 -1.682174 -0.171 0.045 0.108 -0.072
C 0.972508 -2.584314 -2.991623 -0.092 0.014 -0.055 -0.123
C -2.573819 2.642465 -2.403560 0.061 -0.413 0.181 -0.526
C 1.928988 -3.297952 -3.702468 0.049 0.002 -0.044 -0.006
C 2.741035 0.346358 -1.744771 0.145 0.187 0.110 -0.146
C -4.328338 0.735128 -1.255968 0.181 0.121 0.101 -0.519
C 2.469658 -0.910200 -2.460652 0.052 -0.219 -0.130 -0.128
C 4.818473 -0.989723 -3.170760 0.242 0.124 0.074 -0.331
C -3.375859 -1.775274 -3.196161 0.195 -0.158 0.222 -0.488
C 3.208252 2.590156 -0.246436 0.072 0.035 0.001 -0.008
C -0.979571 3.346962 2.037016 -0.018 -0.070 -0.108 0.051
C -5.188933 10.238796 2.209527 -0.097 0.039 0.038 -0.079
C -1.526071 6.888134 3.034341 -0.020 -0.031 -0.050 -0.088
H 3.344760 3.462173 0.377029 -0.022 0.003 -0.002 0.119
H -6.247873 10.178914 1.969294 0.020 -0.038 -0.023 0.086
H -1.950992 3.489607 -2.111556 -0.006 0.045 -0.032 0.065
H -1.424744 -0.942341 -3.718130 0.054 -0.043 -0.044 0.045
H -2.427439 -1.434295 -5.085214 0.093 -0.072 0.024 0.069
H -3.296171 -2.828597 -3.467063 -0.050 0.003 -0.090 0.066
H 1.077985 2.484166 0.076513 0.036 0.011 0.025 0.109
H 5.276633 2.377955 -0.808131 -0.004 0.029 -0.017 0.125
H -5.073044 10.476003 3.268051 -0.010 0.029 -0.002 0.088
H -0.034112 -2.972549 -2.901733 0.020 0.006 0.065 0.086
H -3.091485 6.894968 0.027846 -0.030 0.006 0.010 0.112
H -1.055470 1.235929 -3.078650 0.052 0.039 -0.005 0.049
H -2.389234 4.518965 0.114215 -0.024 0.018 0.023 0.078
H -4.390767 0.704133 -2.337955 -0.121 0.040 -0.090 0.016
H -0.558877 5.183865 3.918434 -0.001 0.017 0.007 0.124
H -4.713338 11.032334 1.633812 0.019 -0.004 0.006 0.074
H 3.998445 -3.299019 -4.303704 -0.022 -0.026 -0.014 0.125
H -3.528323 3.028268 -2.761371 0.036 0.090 -0.036 0.080
H -4.414064 -1.470163 -3.328442 -0.009 -0.042 0.001 0.080
H -4.110289 -0.717058 0.367028 -0.024 0.027 -0.007 0.081
H -1.435226 2.530312 -4.221714 0.064 0.012 0.027 0.068
H -5.201086 1.261714 -0.866982 -0.065 -0.148 0.012 0.081
H 1.663599 -4.246475 -4.145591 0.000 0.005 -0.003 0.124
H -1.298944 7.558404 3.852605 -0.006 -0.026 0.022 0.105
H -5.237123 -1.160961 -0.914918 -0.041 -0.030 0.115 0.083
```
Forces are in eV/Å.

ΔE to the lowest compared entry with this formula, charge and spin ... 60.1 kJ/mol

---

| no. | orbital gap (eV) |
| --- | --- |
| 1 | 3.42 |
| 2 | 8.94 |
| 3 | 7.02 |